# 1
{"formula": "C6H12O2", "method": "ωB97M-V with the def2-TZVPD basis set", "symbols": ["C", "C", "C", "C", "C", "C", "O", "H", "H", "H", "H", "H", "H", "H", "H", "H", "H", "O", "H", "H"], "xyz": [[-2.343, -2.133, 0.606], [-1.496, -0.911, 0.898], [-0.870, -0.272, -0.080], [0.063, 0.831, 0.246], [0.736, 1.520, -0.681], [1.731, 2.570, -0.302], [0.377, 1.401, -1.994], [-2.820, -2.541, 1.493], [-3.094, -2.018, -0.178], [-1.745, -2.961, 0.199], [-1.541, -0.638, 1.946], [-0.977, -0.695, -1.070], [0.154, 1.013, 1.306], [1.600, 2.905, 0.725], [1.587, 3.454, -0.934], [2.786, 2.298, -0.386], [0.969, 1.931, -2.512], [1.999, -2.111, 0.210], [1.285, -2.212, 0.850], [1.599, -1.431, -0.342]], "orbital_gap_ha": 0.3203, "homo_ev": -8.04, "relative_energy_ev": 1.937, "total_energy_ha": -386.24896, "largest_force_ev_per_a": 1.9, "e_lumo_ev": 0.678, "molar_mass_g_mol": 116.2}

---

# 2
{"formula": "C5H9FI2Si", "method": "ωB97M-V with the def2-TZVPD basis set", "symbols": ["C", "C", "C", "C", "C", "F", "Si", "I", "I", "H", "H", "H", "H", "H", "H", "H", "H", "H"], "xyz": [[-3.133, -0.395, 0.458], [-0.442, 1.680, 0.519], [-0.126, 0.239, -2.028], [2.367, 0.435, 0.165], [-0.018, -1.593, 0.575], [-3.673, -0.537, 1.638], [0.445, 0.113, -0.172], [-2.613, 1.757, 0.212], [-0.018, 2.193, 2.570], [-0.253, 1.247, -2.301], [0.747, -0.269, -2.501], [-1.135, -0.249, -2.055], [2.922, 0.351, -0.684], [2.590, 1.264, 0.827], [2.674, -0.502, 0.727], [-0.227, -1.767, 1.678], [-0.972, -1.828, 0.019], [0.865, -2.139, 0.350]], "orbital_gap_ha": [0.1998, 0.2390], "homo_ev": [-7.35, -7.84], "total_energy_ha": -1180.41597, "largest_force_ev_per_a": 4.3, "e_lumo_ev": [-1.914, -1.333], "molar_mass_g_mol": 370.0}

---

# 3
{"formula": "C25H34AsN2O4PSTc", "method": "ωB97M-V with the def2-TZVPD basis set", "symbols": ["Tc", "N", "C", "C", "N", "H", "H", "H", "H", "H", "H", "H", "H", "S", "C", "C", "C", "C", "C", "C", "As", "C", "C", "C", "C", "C", "C", "C", "C", "C", "C", "C", "C", "H", "H", "H", "H", "H", "H", "H", "H", "H", "H", "H", "H", "H", "H", "C", "O", "P", "O", "C", "O", "C", "H", "H", "H", "H", "H", "H", "H", "H", "H", "C", "C", "O", "H", "H", "H"], "xyz": [[0.972, -0.082, 0.895], [2.678, 0.094, 2.368], [2.626, 1.410, 3.026], [1.193, 1.744, 3.433], [0.362, 1.805, 2.223], [2.636, -0.644, 3.069], [3.574, -0.006, 1.890], [2.978, 2.155, 2.305], [3.266, 1.442, 3.910], [1.186, 2.696, 3.974], [0.806, 0.964, 4.090], [0.591, 2.664, 1.721], [-0.624, 1.867, 2.474], [2.520, 1.254, -0.298], [2.100, 1.400, -1.984], [3.078, 1.892, -2.848], [2.777, 2.075, -4.183], [1.496, 1.803, -4.644], [0.517, 1.329, -3.780], [0.813, 1.098, -2.441], [-0.512, 0.570, -1.100], [-1.696, -0.702, -1.998], [-1.293, -1.390, -3.138], [-2.174, -2.259, -3.765], [-3.453, -2.445, -3.264], [-3.843, -1.789, -2.106], [-2.966, -0.929, -1.467], [-1.519, 2.260, -1.143], [-0.895, 3.406, -0.657], [-1.486, 4.647, -0.813], [-2.705, 4.759, -1.462], [-3.323, 3.628, -1.968], [-2.737, 2.380, -1.810], [4.055, 2.136, -2.455], [3.533, 2.446, -4.856], [1.253, 1.981, -5.678], [-0.492, 1.159, -4.141], [-0.294, -1.240, -3.535], [-1.857, -2.790, -4.649], [-4.145, -3.095, -3.775], [-4.834, -1.950, -1.709], [-3.261, -0.421, -0.552], [0.076, 3.323, -0.178], [-0.989, 5.534, -0.450], [-3.163, 5.728, -1.583], [-4.255, 3.717, -2.505], [-3.227, 1.500, -2.212], [-2.249, -2.259, 3.186], [-0.980, -2.758, 2.767], [0.260, -1.781, 2.521], [0.637, -1.225, 4.004], [0.840, -2.091, 5.130], [1.418, -2.863, 2.258], [1.193, -4.268, 2.067], [-2.898, -3.125, 3.297], [-2.667, -1.581, 2.441], [-2.167, -1.748, 4.147], [-0.039, -2.705, 5.327], [1.042, -1.445, 5.983], [1.700, -2.737, 4.957], [2.163, -4.690, 1.813], [0.483, -4.424, 1.258], [0.817, -4.726, 2.981], [2.254, -2.070, -1.271], [1.074, -1.740, -0.423], [0.106, -2.439, -0.276], [2.063, -2.969, -1.857], [3.106, -2.244, -0.613], [2.500, -1.239, -1.931]], "orbital_gap_ha": [0.2832, 0.2234], "homo_ev": [-13.77, -14.00], "multiplicity": 4, "total_charge": 2, "total_energy_ha": -4439.14362, "largest_force_ev_per_a": 2.5, "e_lumo_ev": [-6.064, -7.920], "molar_mass_g_mol": 662.5}

---

# 4
{"formula": "C31H45BiClF5P", "method": "ωB97M-V with the def2-TZVPD basis set", "symbols": ["Bi", "Cl", "P", "C", "H", "H", "C", "C", "C", "H", "C", "H", "H", "C", "H", "H", "C", "H", "H", "C", "H", "H", "H", "H", "C", "C", "H", "C", "H", "H", "C", "H", "H", "C", "H", "H", "C", "H", "H", "H", "H", "C", "H", "C", "H", "H", "C", "H", "H", "C", "H", "H", "C", "H", "H", "H", "H", "C", "C", "H", "C", "H", "C", "H", "H", "C", "H", "H", "C", "H", "H", "H", "H", "F", "C", "C", "C", "F", "C", "F", "C", "F", "C", "F"], "xyz": [[1.424, 0.400, 2.908], [0.684, -1.131, 4.687], [0.090, 0.048, -0.479], [-0.281, -0.779, 1.021], [0.241, -1.711, 1.203], [-1.279, -0.653, 1.437], [1.901, 0.229, -0.781], [-0.675, 1.726, -0.389], [2.292, 0.495, -2.249], [2.158, 1.137, -0.197], [3.766, 0.911, -2.334], [2.139, -0.419, -2.844], [1.671, 1.278, -2.707], [4.708, -0.111, -1.683], [4.038, 1.055, -3.387], [3.887, 1.883, -1.836], [4.242, -0.561, -0.294], [4.789, -0.989, -2.338], [5.713, 0.320, -1.610], [2.753, -0.937, -0.246], [4.840, -1.417, 0.041], [4.425, 0.252, 0.423], [2.574, -1.830, -0.866], [2.484, -1.215, 0.785], [-0.654, -0.968, -1.821], [-2.210, 1.641, -0.494], [-0.419, 2.069, 0.632], [-2.877, 3.022, -0.425], [-2.490, 1.153, -1.441], [-2.610, 1.006, 0.310], [-2.261, 4.041, -1.389], [-3.947, 2.911, -0.633], [-2.791, 3.401, 0.603], [-0.735, 4.110, -1.275], [-2.533, 3.773, -2.419], [-2.687, 5.032, -1.200], [-0.069, 2.734, -1.382], [-0.331, 4.764, -2.058], [-0.456, 4.560, -0.312], [-0.182, 2.356, -2.411], [1.011, 2.852, -1.204], [0.106, -2.293, -1.986], [-1.659, -1.197, -1.422], [-0.688, -3.246, -2.881], [1.093, -2.103, -2.435], [0.282, -2.765, -1.010], [-0.997, -2.616, -4.246], [-0.119, -4.174, -3.012], [-1.628, -3.509, -2.374], [-1.611, -1.213, -4.140], [-0.065, -2.556, -4.824], [-1.675, -3.270, -4.805], [-0.851, -0.283, -3.184], [-1.653, -0.748, -5.132], [-2.646, -1.303, -3.782], [0.127, -0.024, -3.618], [-1.406, 0.661, -3.077], [-0.379, -3.991, 1.169], [-1.489, -3.159, 0.945], [0.300, -4.257, 0.359], [-2.586, -3.056, 1.952], [-1.685, -2.740, -0.039], [-2.084, -3.258, 3.391], [-3.092, -2.084, 1.852], [-3.354, -3.824, 1.755], [-1.194, -4.496, 3.512], [-1.514, -2.375, 3.706], [-2.939, -3.354, 4.074], [-0.007, -4.465, 2.530], [-0.816, -4.579, 4.541], [-1.796, -5.393, 3.317], [0.777, -3.809, 2.955], [0.446, -5.464, 2.464], [-1.087, 1.747, 4.959], [-0.391, 2.753, 4.364], [0.531, 2.470, 3.350], [1.136, 3.559, 2.716], [1.972, 3.336, 1.649], [0.922, 4.875, 3.122], [1.543, 5.902, 2.506], [0.054, 5.119, 4.189], [-0.129, 6.377, 4.631], [-0.620, 4.061, 4.798], [-1.474, 4.304, 5.814]], "orbital_gap_ha": 0.1145, "homo_ev": -0.81, "total_charge": -1, "relative_energy_ev": 1.256, "total_energy_ha": -2723.64133, "largest_force_ev_per_a": 4.1, "e_lumo_ev": 2.307, "molar_mass_g_mol": 788.1}

---

# 5
{"formula": "C13H18N2O2S2", "method": "ωB97M-V with the def2-TZVPD basis set", "symbols": ["C", "C", "C", "H", "H", "H", "C", "H", "H", "H", "S", "C", "H", "C", "N", "S", "O", "O", "C", "C", "C", "C", "C", "C", "H", "H", "C", "N", "H", "H", "H", "H", "H", "H", "H", "H", "H"], "xyz": [[-3.873, -2.180, 0.615], [-2.979, -1.055, -0.119], [-3.835, -0.222, -1.160], [-4.783, 0.136, -0.669], [-3.399, 0.263, -1.825], [-4.434, -1.112, -1.810], [-1.940, -1.704, -0.574], [-1.266, -0.757, -1.287], [-1.315, -2.083, -0.090], [-2.057, -2.318, -1.552], [-2.774, 0.280, 1.328], [-2.201, 1.725, 0.448], [-1.875, 1.268, -0.617], [-0.790, 2.150, 1.283], [0.287, 1.163, 0.813], [0.917, 1.400, -0.441], [0.342, 0.520, -1.538], [1.088, 2.790, -0.664], [2.693, 0.799, -0.345], [3.521, 1.482, 0.494], [4.737, 0.863, 0.546], [4.914, -0.351, 0.388], [4.047, -1.072, -0.377], [2.760, -0.557, -0.514], [2.042, -0.969, -1.453], [4.347, -2.176, -0.752], [6.304, -1.220, 0.496], [7.349, -1.351, 0.683], [5.475, 1.389, 1.258], [3.353, 2.410, 0.733], [0.030, 0.321, 1.000], [-0.545, 3.029, 0.776], [-0.920, 2.119, 2.351], [-2.894, 2.260, 0.637], [-3.371, -2.721, 1.318], [-4.137, -2.726, -0.181], [-4.814, -1.794, 0.801]], "orbital_gap_ha": 0.3272, "homo_ev": -8.78, "relative_energy_ev": 14.110, "total_energy_ha": -1562.02882, "largest_force_ev_per_a": 16.6, "e_lumo_ev": 0.120, "molar_mass_g_mol": 298.4}